The following is a quantum chemistry calculation of 14 unconnected molecules or ions with the total composition C38H111N7O14 in a non-equilibrium geometry, from the OMol25 dataset.

Values from the calculation:
HOMO level: -8.6 eV
Relative energy (zero: lowest compared OMol25 entry of this formula, charge and spin): 0.0 kcal/mol
E_LUMO: 0.51 eV

XYZ file:
```
170
Properties=species:S:1:pos:R:3:forces:R:3
C 4.1210 2.7027 2.8989 0.58 0.38 0.38
O 4.1312 4.0807 2.5710 0.32 0.85 0.58
H 4.0123 2.5472 3.9691 0.22 -0.09 0.22
H 3.2782 2.2395 2.4565 -0.81 -0.38 -0.69
H 5.0277 2.2683 2.5015 0.20 -0.56 0.13
H 4.7953 4.4958 3.1541 -0.50 -0.18 -0.56
C -4.2554 -1.6854 4.6610 -0.68 -1.64 0.66
O -5.0779 -2.3909 3.7341 0.99 -0.56 -0.36
H -4.8543 -1.0161 5.2287 -0.74 1.11 -0.08
H -3.9516 -2.3596 5.4819 0.64 -0.03 -0.51
H -3.4389 -1.1881 4.1786 0.64 0.30 -0.02
H -4.5185 -3.1404 3.3843 -0.80 0.82 0.35
C 1.7458 0.1383 -4.7950 0.76 0.10 -1.39
O 1.0645 -0.9789 -4.3354 -0.11 -1.24 0.32
H 1.0830 0.9171 -5.1355 -0.49 0.55 0.18
H 2.4404 0.5284 -4.0478 0.19 0.16 -0.19
H 2.2682 -0.1499 -5.7436 0.00 0.08 1.01
H 0.5108 -0.7593 -3.5695 -0.45 0.31 0.29
C -3.4475 -4.7095 1.3026 1.55 -0.32 -0.23
O -3.5112 -4.5899 2.7010 -0.33 -0.17 1.38
H -2.6163 -5.3852 1.0256 -0.40 0.17 -0.07
H -4.3550 -5.0497 0.8425 -0.61 -0.10 -0.16
H -3.1657 -3.7200 0.9489 -0.20 0.04 -0.21
H -3.6087 -5.4358 3.1775 0.04 0.49 -0.72
C -0.1237 -4.5881 -5.8136 -1.32 0.28 -1.50
C -0.6912 -5.2418 -4.5510 1.30 -1.76 -0.48
C -0.7197 -4.1802 -3.5065 -0.81 0.75 0.15
O -0.6856 -4.7744 -2.2495 -0.44 0.41 1.34
C -0.3397 -3.9048 -1.1548 -0.94 -1.85 0.53
N -1.9946 -5.9713 -4.5935 0.71 1.24 -0.16
H -0.4420 -5.1241 -6.7517 0.25 0.48 0.84
H 0.9727 -4.6259 -5.7813 -0.34 0.18 0.07
H -0.4569 -3.5217 -5.8997 0.29 -0.80 -0.11
H 0.1437 -5.9953 -4.3643 -0.96 0.75 0.68
H -1.6526 -3.5420 -3.6619 0.87 -0.61 0.18
H 0.1428 -3.5373 -3.6239 0.39 0.37 -0.11
H -0.2678 -4.6455 -0.3117 0.04 1.06 -0.48
H -1.0691 -3.1070 -0.8773 0.15 -0.56 -0.51
H 0.6207 -3.4760 -1.3335 0.84 0.46 -0.12
H -2.1179 -6.3905 -3.6774 -0.04 -0.02 -0.11
H -1.9476 -6.7091 -5.2740 0.01 -0.30 -0.17
C 1.4816 0.5568 -1.0413 -0.75 -0.37 0.40
C 0.2470 -0.2877 -0.7729 -1.30 -0.16 0.64
C -0.5494 0.1356 0.5004 0.53 0.23 0.16
O -1.7379 -0.6384 0.6789 0.20 0.17 0.69
C -2.5565 -0.0271 1.7291 0.77 -0.44 -1.19
N -0.6085 -0.2796 -1.9814 -0.30 0.82 0.32
H 1.2229 1.5874 -1.2852 0.06 0.05 0.30
H 1.8578 0.0818 -1.9168 0.83 0.04 -0.68
H 2.2189 0.4460 -0.2460 -0.02 0.31 0.00
H 0.5605 -1.3381 -0.6417 -0.01 0.37 0.18
H -0.8878 1.1973 0.5033 0.58 -0.24 -0.48
H 0.1589 0.0309 1.3698 -0.62 -0.08 -0.37
H -1.8620 0.3721 2.4880 -0.64 -0.05 -0.08
H -3.2050 -0.8152 2.1402 0.17 0.40 -0.19
H -3.1410 0.7742 1.2403 0.07 -0.19 0.52
H -0.9814 0.6887 -2.0596 0.34 -0.62 -0.16
H -1.4390 -0.8466 -1.7907 0.26 0.04 -0.08
C 2.6563 -3.5675 1.0427 -0.32 0.70 0.97
C 3.7164 -2.8755 1.9020 0.08 0.01 -0.76
C 3.5750 -1.4089 1.5040 0.27 -0.01 0.05
O 4.3650 -0.5050 2.2461 -0.10 0.23 0.03
C 5.7607 -0.6598 2.1456 0.20 0.09 -0.17
N 3.6024 -3.1402 3.3272 0.91 -0.42 -0.49
H 1.6735 -3.3068 1.4240 -0.33 0.16 0.20
H 2.7034 -4.6291 1.0828 0.31 -0.92 -0.21
H 2.6942 -3.1608 0.0444 0.18 -0.26 -0.53
H 4.6777 -3.2506 1.5451 0.22 0.01 0.16
H 2.5420 -1.1254 1.6525 -0.41 0.25 0.45
H 3.7196 -1.2939 0.4294 0.42 0.00 -0.20
H 6.1587 0.1560 2.7599 0.22 -0.45 0.03
H 6.1682 -0.5230 1.1261 -0.42 0.00 0.09
H 6.1083 -1.6533 2.4822 -0.08 0.39 0.15
H 2.7002 -2.8263 3.6289 -0.28 0.43 0.61
H 4.3916 -2.7312 3.8513 -1.01 -0.09 -0.34
C 0.8503 4.2090 1.3189 0.09 0.04 -0.21
C 0.2308 4.5029 2.6774 0.66 -0.49 1.11
C -0.6449 3.3035 3.0486 0.47 0.55 0.66
O -1.2481 3.4968 4.3122 0.54 0.38 -0.76
C -2.0829 2.4596 4.7628 1.07 -0.18 1.35
N 1.3008 4.6711 3.6994 -1.28 -0.64 -0.20
H 1.4217 5.0602 0.8990 -0.17 -0.47 0.37
H 0.0386 3.9932 0.6193 0.14 -0.11 -0.18
H 1.5073 3.3032 1.3932 -0.45 0.81 -0.10
H -0.4739 5.3486 2.7101 0.39 0.13 -0.47
H -0.0726 2.3882 2.9935 0.55 -0.55 0.34
H -1.3679 3.2063 2.2840 -1.38 -0.08 -0.99
H -1.5453 1.5008 4.8186 -0.04 0.26 -0.13
H -2.9585 2.2986 4.1433 -0.57 0.41 0.09
H -2.2072 2.7661 5.8315 -0.89 -0.56 -0.91
H 2.1912 4.9690 3.3450 0.11 0.28 -0.17
H 0.9496 5.2125 4.4748 0.34 0.09 0.02
C 2.1979 -0.6185 5.9536 -2.06 -0.32 0.45
C 1.3573 0.2060 4.9736 -0.59 -1.42 0.41
C 0.1894 -0.6382 4.4426 0.33 -1.53 -0.38
O 0.6605 -1.8249 3.7623 0.27 0.04 0.15
C -0.4352 -2.5944 3.2984 -0.43 0.16 -0.47
N 0.6876 1.3540 5.5912 0.39 -0.29 -0.91
H 3.0057 -0.1392 6.4495 0.67 0.83 0.20
H 2.5543 -1.5306 5.5297 0.33 -0.48 -0.65
H 1.4771 -0.9570 6.7137 0.29 0.11 0.23
H 1.9752 0.3810 4.1061 0.29 0.83 -0.40
H -0.4164 -0.0388 3.7651 0.06 0.17 -0.24
H -0.5065 -1.0453 5.1857 0.19 0.63 0.61
H -1.2067 -2.7093 4.0678 0.09 -0.06 0.21
H -0.1737 -3.6211 2.9469 0.32 0.97 0.28
H -0.8960 -2.0155 2.4878 -0.15 -0.47 -0.20
H 1.0787 1.5875 6.4691 0.54 0.15 0.94
H 0.7893 2.1633 5.0035 -0.07 0.51 -0.13
C -4.4637 -0.7126 -1.2923 -0.71 0.89 1.04
C -5.8630 -0.0332 -1.2578 0.98 0.36 -0.92
C -6.2280 0.6258 0.0565 0.17 -0.17 0.56
O -5.4449 1.7467 0.4814 0.06 -0.94 -0.70
C -5.5847 1.9644 1.8629 0.30 0.57 -0.24
N -5.9576 0.8998 -2.4155 0.74 1.22 0.27
H -4.4906 -1.5329 -0.5834 0.16 -0.20 0.26
H -3.6704 -0.0074 -0.9379 -0.47 -0.57 -0.69
H -4.3114 -1.1534 -2.2691 0.33 0.26 -0.24
H -6.5852 -0.8463 -1.4447 -0.02 0.40 0.25
H -6.2710 -0.0896 0.8578 0.68 -0.88 0.46
H -7.2581 0.8843 0.0461 -1.27 0.86 -0.55
H -6.4113 2.6019 2.1018 -0.98 0.28 -0.02
H -4.7317 2.5234 2.1862 0.80 0.24 0.22
H -5.6591 1.0647 2.4458 0.02 -0.67 0.18
H -6.6367 1.6487 -2.2328 -0.18 -0.66 0.01
H -5.0952 1.4875 -2.4653 -0.53 -0.98 0.11
C 1.3529 4.1432 -2.6031 0.00 -1.23 0.18
C 0.4331 3.3764 -3.5619 -0.95 0.98 0.33
C -1.0181 3.7398 -3.1349 -0.45 -1.07 -0.67
O -1.2394 3.0232 -1.9215 -0.76 0.30 0.71
C -2.4921 3.3294 -1.3026 -0.07 0.27 -0.10
N 0.6355 3.7549 -4.9408 1.83 1.49 0.51
H 1.1590 3.6978 -1.6084 0.54 0.44 -0.35
H 1.1840 5.2010 -2.5473 -0.67 0.59 -0.15
H 2.3958 4.0804 -2.8917 0.35 -0.54 0.12
H 0.5362 2.2882 -3.4239 0.06 0.21 0.26
H -1.7599 3.3666 -3.9042 0.68 0.41 0.56
H -1.1836 4.8221 -2.9786 0.30 -0.32 -0.15
H -3.3192 3.1829 -2.0097 0.07 0.04 -0.03
H -2.5777 4.3684 -0.9013 0.40 -0.49 -0.43
H -2.6724 2.6558 -0.4615 0.28 -0.11 -0.11
H 0.1863 3.1694 -5.5998 -0.26 -0.69 -0.63
H 1.6496 3.9061 -5.1425 -1.45 -0.43 0.00
C -3.5230 -0.8101 -5.1012 -0.56 -0.20 1.07
C -2.4265 0.1414 -4.6507 -0.57 -0.14 -0.01
O -2.3242 1.1862 -5.5830 1.74 0.70 -0.15
H -3.3647 -1.2900 -6.0600 0.43 0.06 -0.14
H -4.4877 -0.2779 -5.1702 0.29 -0.12 0.18
H -3.6402 -1.5936 -4.3374 -0.10 0.04 -0.31
H -1.4422 -0.3117 -4.6980 0.05 -0.33 0.21
H -2.5814 0.4910 -3.5852 -0.10 -0.15 -1.06
H -3.1289 1.6269 -5.7899 -1.23 0.20 0.10
C 5.4446 -1.9247 -1.9524 1.31 -0.40 -0.12
C 4.2541 -1.4054 -2.7318 0.36 -2.39 1.16
O 3.0853 -1.9934 -2.1181 -1.77 0.72 -2.42
H 6.3639 -1.4340 -2.3604 -0.58 -0.37 0.49
H 5.5965 -3.0305 -2.0178 -0.35 0.78 -0.39
H 5.3827 -1.7535 -0.8819 -0.06 0.45 0.09
H 4.4308 -1.8159 -3.7376 -0.61 0.77 -0.12
H 4.1825 -0.3501 -2.6164 0.14 1.04 -0.53
H 2.3344 -1.7741 -2.7918 1.55 -0.76 1.61
C 4.5726 4.0761 -0.7203 1.19 0.64 -0.38
C 4.7059 2.5985 -0.8902 0.13 -1.01 -0.81
O 5.7228 2.2428 -1.8850 -0.53 0.27 1.06
H 5.5785 4.4289 -0.3999 -0.65 0.08 0.25
H 3.8369 4.2935 0.0363 -0.14 0.29 0.31
H 4.3777 4.6474 -1.6380 -0.26 -0.45 0.08
H 3.8052 2.1134 -1.2777 -0.04 0.24 0.00
H 4.8669 2.1437 0.1111 0.38 0.04 -0.57
H 6.5018 2.7874 -1.7107 -0.12 -0.13 0.01
```
Forces are in eV/Å.

Here are the Löwdin charges for atoms 1 to 2, given in e: -0.15 -0.15